Here is a molecular structure, C4H10N2O3 from the OMol25 dataset. Energies are from ωB97M-V with the def2-TZVPD basis set.

* relative energy (zero: lowest compared OMol25 entry of this formula, charge and spin): 392.61 kJ/mol
* M: 134.1 g mol⁻¹
* calculated total energy: -13429.78719 eV
* largest force on an atom: 0.0067 hartree/bohr

Each line ends with the Löwdin charge.
CARTESIAN COORDINATES (ANGSTROEM)
C  -0.739  -0.960  1.367  -0.273
C  1.616  1.092  -0.244  -0.049
C  -0.617  1.738  -0.998  -0.056
N  0.217  0.674  -0.421  -0.222
N  0.446  -1.735  -0.422  0.078
C  0.026  -0.713  -1.157  -0.616
O  -0.106  -1.602  2.338  0.070
O  -1.966  -1.352  1.073  0.086
O  -0.660  -0.683  -2.155  0.041
H  -2.150  -2.291  1.269  0.131
H  -0.480  -2.480  2.543  0.126
H  1.235  -1.485  0.165  0.022
H  -0.253  0.194  0.648  0.117
H  2.077  1.318  -1.208  0.099
H  -0.303  1.963  -2.019  0.094
H  2.186  0.303  0.243  0.082
H  1.656  1.982  0.387  0.089
H  -1.650  1.403  -1.029  0.093
H  -0.536  2.632  -0.378  0.088

Here is a molecular structure, C12H22FeN4S4Sb from the OMol25 dataset. Energies are from ωB97M-V with the def2-TZVPD basis set.

* relative energy (zero: lowest compared OMol25 entry of this formula, charge and spin): 71.11 kJ/mol
* charge: -1
* M: 528.2 g mol⁻¹
* calculated total energy: -103030.70759 eV
* largest force on an atom: 0.0111 hartree/bohr

Each line ends with the Löwdin charge.
CARTESIAN COORDINATES (ANGSTROEM)
Fe  0.319  0.048  -0.245  -0.083
C  0.390  1.071  2.484  -0.159
C  0.105  -0.447  2.539  -0.175
N  -0.654  -0.874  1.361  -0.101
C  -2.070  -0.450  1.366  -0.163
C  -2.524  -0.038  -0.030  -0.196
N  -1.498  0.725  -0.756  -0.171
C  -1.467  2.164  -0.529  -0.193
C  -0.853  2.478  0.830  -0.164
N  0.315  1.603  1.108  -0.101
H  -0.317  1.608  3.121  0.106
H  1.382  1.254  2.897  0.116
H  1.042  -1.004  2.542  0.086
H  -0.430  -0.682  3.468  0.119
H  -0.593  -1.881  1.279  0.125
H  -2.714  -1.246  1.749  0.122
H  -2.164  0.384  2.065  0.099
H  -2.738  -0.907  -0.652  0.083
H  -3.460  0.529  0.046  0.121
H  -1.694  0.539  -1.755  -0.047
H  -0.852  2.588  -1.323  0.106
H  -2.470  2.609  -0.584  0.124
H  -0.574  3.533  0.888  0.120
H  -1.596  2.304  1.610  0.099
H  1.166  2.096  0.873  0.115
S  -0.510  -1.167  -6.075  -0.452
Sb  -1.390  -1.762  -4.070  0.094
S  0.819  -1.142  -2.179  -0.078
S  1.556  0.794  -1.986  0.035
S  -3.012  -0.193  -3.475  -0.358
N  2.532  -0.906  0.322  0.027
C  2.885  -1.832  1.296  -0.340
C  2.293  -3.098  1.298  -0.043
C  2.561  -3.994  2.320  -0.094
C  3.415  -3.653  3.362  -0.118
C  4.004  -2.395  3.363  -0.105
C  3.742  -1.491  2.345  -0.054
H  2.220  -1.305  -0.574  -0.076
H  3.166  -0.138  0.159  0.067
H  1.636  -3.367  0.478  0.114
H  2.100  -4.974  2.299  0.100
H  3.623  -4.357  4.156  0.091
H  4.675  -2.113  4.165  0.096
H  4.198  -0.507  2.354  0.107

Here is 8 unconnected molecules or ions with the total composition C27H56BrNO23P at a distorted geometry from the OMol25 dataset. Energies are from ωB97M-V with the def2-TZVPD basis set.

* relative energy (zero: lowest compared OMol25 entry of this formula, charge and spin): 0.00 kJ/mol
* charge: +1
* M: 873.6 g mol⁻¹
* calculated total energy: -156815.36775 eV
* largest force on an atom: 0.0289 hartree/bohr

Each line ends with the Löwdin charge.
CARTESIAN COORDINATES (ANGSTROEM)
C  3.841  -3.243  -3.606  0.027
C  3.826  -1.757  -3.836  -0.507
O  2.896  -1.166  -4.330  0.149
O  5.002  -1.128  -3.476  -0.025
C  4.961  -0.307  -2.300  -0.171
C  3.906  -0.693  -1.293  -0.178
C  4.113  -0.065  0.081  -0.221
C  5.507  -0.190  0.689  -0.340
P  6.149  -1.848  0.839  0.509
N  6.612  -2.665  -0.497  -0.117
Br  4.737  -3.061  1.899  0.592
H  4.858  -3.609  -3.613  0.084
H  3.374  -3.478  -2.659  0.078
H  3.294  -3.727  -4.398  0.095
H  5.961  -0.333  -1.895  0.097
H  4.783  0.724  -2.590  0.132
H  2.954  -0.337  -1.661  0.107
H  3.811  -1.767  -1.151  0.095
H  3.804  0.967  0.099  0.127
H  3.438  -0.588  0.750  0.093
H  6.236  0.367  0.108  0.102
H  5.516  0.246  1.681  0.107
H  7.297  -1.768  1.617  0.046
H  5.867  -2.870  -1.153  0.059
H  7.421  -2.268  -0.960  0.092
C  1.408  -4.215  0.784  -0.069
O  0.702  -3.114  0.220  -0.012
C  -0.489  -2.872  0.788  -0.612
O  -0.926  -3.438  1.748  0.137
O  -1.087  -1.906  0.107  -0.010
C  -2.375  -1.526  0.632  -0.006
H  2.354  -4.259  0.249  0.058
H  1.595  -4.070  1.849  0.085
H  0.868  -5.145  0.624  0.106
H  -2.279  -1.152  1.649  0.103
H  -3.059  -2.370  0.607  0.108
H  -2.748  -0.740  -0.017  0.084
C  -2.856  -1.832  -3.130  -0.032
O  -3.726  -0.917  -3.794  0.007
C  -4.848  -0.643  -3.127  -0.635
O  -5.150  -1.086  -2.051  0.123
O  -5.561  0.210  -3.852  -0.003
C  -6.800  0.605  -3.252  -0.026
H  -1.998  -1.961  -3.782  0.097
H  -2.531  -1.429  -2.171  0.067
H  -3.347  -2.791  -2.978  0.103
H  -6.624  1.109  -2.305  0.098
H  -7.446  -0.257  -3.104  0.099
H  -7.265  1.293  -3.950  0.097
C  0.998  5.409  -2.003  -0.034
O  1.489  4.069  -1.846  -0.005
C  0.544  3.171  -1.614  -0.614
O  -0.633  3.371  -1.516  0.127
O  1.116  1.964  -1.512  -0.016
C  0.165  0.903  -1.360  -0.031
H  1.869  6.030  -2.184  0.070
H  0.322  5.468  -2.853  0.108
H  0.493  5.739  -1.099  0.102
H  -0.487  0.857  -2.231  0.104
H  -0.427  1.038  -0.458  0.098
H  0.726  -0.024  -1.284  0.075
C  -2.523  -4.215  4.146  -0.047
O  -3.434  -4.011  5.231  -0.022
C  -3.996  -2.804  5.241  -0.628
O  -3.794  -1.929  4.441  0.124
O  -4.805  -2.734  6.291  0.003
C  -5.475  -1.478  6.442  -0.028
H  -2.137  -5.225  4.249  0.098
H  -3.034  -4.119  3.193  0.089
H  -1.703  -3.506  4.198  0.086
H  -6.103  -1.274  5.578  0.098
H  -4.754  -0.675  6.579  0.099
H  -6.092  -1.570  7.329  0.095
C  -3.517  2.990  -2.714  -0.034
O  -4.300  4.186  -2.786  0.015
C  -4.290  4.773  -3.978  -0.629
O  -3.690  4.393  -4.948  0.128
O  -5.059  5.857  -3.913  0.005
C  -5.142  6.591  -5.137  -0.039
H  -3.607  2.621  -1.696  0.099
H  -3.899  2.238  -3.404  0.088
H  -2.476  3.199  -2.922  0.073
H  -5.571  5.977  -5.925  0.097
H  -4.160  6.948  -5.439  0.096
H  -5.793  7.437  -4.938  0.093
C  4.371  7.093  -3.680  -0.026
O  4.811  5.805  -4.123  0.017
C  3.853  4.885  -4.159  -0.595
O  2.705  5.044  -3.848  0.099
O  4.391  3.743  -4.591  0.015
C  3.460  2.667  -4.698  -0.031
H  5.246  7.734  -3.701  0.097
H  3.611  7.489  -4.349  0.103
H  3.981  7.037  -2.666  0.090
H  2.678  2.895  -5.418  0.107
H  3.016  2.443  -3.728  0.083
H  4.014  1.799  -5.044  0.090
C  0.604  -3.008  11.354  -0.040
O  0.055  -4.044  10.537  0.005
C  -0.736  -3.609  9.559  -0.632
O  -0.997  -2.458  9.326  0.123
O  -1.183  -4.662  8.886  0.014
C  -2.065  -4.338  7.803  -0.037
H  1.218  -3.504  12.099  0.093
H  1.218  -2.335  10.761  0.095
H  -0.188  -2.449  11.848  0.098
H  -1.557  -3.716  7.072  0.093
H  -2.954  -3.833  8.171  0.099
H  -2.350  -5.277  7.345  0.096

Here is 2 unconnected molecules or ions with the total composition C5H11NO at a distorted geometry from the OMol25 dataset. Energies are from ωB97M-V with the def2-TZVPD basis set.

* relative energy (zero: lowest compared OMol25 entry of this formula, charge and spin): 333.96 kJ/mol
* SMILES: C=NC(=C)CC.O
* M: 101.1 g mol⁻¹
* calculated total energy: -8898.23609 eV
* largest force on an atom: 0.0466 hartree/bohr

Each line ends with the Löwdin charge.
CARTESIAN COORDINATES (ANGSTROEM)
C  -0.733  1.434  2.250  -0.033
N  -0.458  0.871  1.184  0.035
C  0.252  0.320  0.141  -0.386
C  0.989  1.178  -0.601  0.010
C  0.148  -1.190  -0.181  -0.179
C  1.572  -1.776  0.056  -0.109
H  -1.563  2.195  2.354  0.087
H  -0.027  1.335  3.098  0.077
H  1.467  0.786  -1.469  0.043
H  0.932  2.240  -0.579  0.042
H  -0.540  -1.671  0.550  0.110
H  -0.193  -1.353  -1.211  0.103
H  2.069  -1.820  -0.954  0.081
H  2.262  -1.040  0.459  0.061
H  1.586  -2.784  0.505  0.072
O  -2.804  0.295  -2.214  -0.075
H  -1.873  0.546  -2.103  0.018
H  -3.083  0.434  -1.285  0.044